No. 1
Here is a 11-piece molecular cluster, C6H35NO10 overall at a distorted geometry from OMol25. Energies are from ωB97M-V/def2-TZVPD.

- E_HOMO: -8.70 eV
- Maximum force: 8.863 eV/A
- SMILES: CCCN(C)CC.O.O.O.O.O.O.O.O.O.O
- Energy above the lowest of the compared OMol25 structures with the same formula, charge and spin: 555.9 kJ/mol
- Electronic energy: -28751.7213 eV
- Frontier orbital gap: 0.3296 hartree

```
52
Properties=species:S:1:pos:R:3:forces:R:3
C 2.704199 0.656831 0.201327 -1.8 -3.8 0.1
C 1.165856 0.566775 -0.145700 -0.5 1.5 0.8
C 0.766559 0.536389 -1.649884 1.2 0.4 -1.0
N -0.622800 0.140341 -1.983927 0.5 0.1 2.1
C -0.917148 0.378502 -3.373004 0.4 -0.5 0.3
C -1.146146 -1.071716 -1.330328 -2.0 1.0 0.3
C -2.667894 -1.304982 -1.626803 0.8 -0.2 0.6
H 3.210539 1.511703 -0.054530 1.3 1.7 -0.2
H 3.256176 -0.187428 -0.277549 -0.5 0.6 -0.2
H 2.792869 0.318666 1.248934 0.1 1.0 -0.2
H 0.593706 1.422988 0.416776 0.9 -1.7 -0.9
H 0.934800 -0.417908 0.295155 -0.6 0.5 -0.2
H 1.524554 -0.257625 -2.031367 -1.1 1.2 -0.3
H 0.915292 1.580229 -2.260323 0.0 -2.5 1.8
H -0.009486 0.296487 -3.959518 0.0 -0.4 -0.4
H -1.662021 -0.296223 -3.733763 -0.4 -0.6 -0.3
H -1.309548 1.355965 -3.519709 -0.3 1.1 -0.1
H -0.668392 -2.002963 -1.498508 1.1 -0.9 -0.6
H -1.198036 -0.990197 -0.232300 0.9 0.6 -0.4
H -2.798273 -1.968583 -2.525524 -0.4 1.2 0.7
H -3.175203 -0.303277 -1.566675 0.1 -1.2 -0.7
H -2.992105 -1.876483 -0.728641 -0.2 0.1 -0.8
O -2.107030 -1.493815 1.914043 -1.1 1.6 0.2
H -2.838558 -1.326950 1.288125 0.6 -0.7 0.4
H -1.683481 -2.326880 1.743823 0.1 -0.9 -0.7
O -2.634360 1.686357 0.214625 0.0 -4.1 -0.8
H -2.034004 1.125820 -0.368430 -0.7 1.0 0.8
H -2.449466 2.544128 -0.014381 0.7 3.3 -0.9
O -0.826966 -0.674724 4.402476 -1.4 1.1 -0.6
H -1.629472 -0.245220 3.940560 1.9 -0.9 1.4
H -0.486642 0.010505 5.003378 -0.3 -0.3 -0.4
O 4.117414 -1.670178 -2.057549 -1.6 1.3 -1.9
H 3.663873 -0.886762 -2.517837 1.1 -1.2 1.2
H 3.791074 -2.357976 -2.668410 0.4 -0.1 0.6
O 0.425105 -2.916898 2.966515 -3.4 -0.2 2.2
H -0.512312 -3.133663 3.495695 3.9 1.1 -1.9
H 0.570659 -1.974851 3.219942 -0.4 -0.8 0.0
O -1.014632 -3.890748 0.775192 -2.4 -3.3 2.0
H -0.210158 -3.430009 0.858135 1.9 0.6 0.7
H -1.053919 -4.600425 1.561856 0.5 2.6 -2.8
O -2.185502 1.172332 2.677860 -0.2 4.7 3.5
H -2.590638 1.572622 1.928381 -0.4 0.5 -1.1
H -2.045342 0.332568 2.450997 0.9 -5.3 -1.9
O 2.680891 3.714713 -0.557316 1.4 1.7 0.8
H 2.610072 2.856888 -0.183348 -0.7 -0.8 0.2
H 2.162424 3.811454 -1.328230 -1.0 -0.3 -1.0
O 0.138041 2.945225 2.380854 2.8 6.4 -4.6
H 0.489595 3.303875 3.140452 1.2 1.2 2.5
H -0.228099 2.203574 2.576115 -4.1 -7.6 2.0
O 2.171734 1.300204 -4.395737 2.8 -2.3 0.5
H 1.330176 1.304687 -4.756125 -2.2 1.0 -0.9
H 2.538840 2.098342 -4.077016 -0.2 1.5 0.1
```
Forces are in eV/Å.

natural (NBO) atomic charges, in units of e: C -0.612; C -0.437; C -0.198; N -0.495; C -0.398; C -0.241; C -0.630; H 0.176; H 0.230; H 0.224; H 0.223; H 0.211; H 0.156; H 0.190; H 0.166; H 0.210; H 0.189; H 0.177; H 0.210; H 0.218; H 0.219; H 0.204; O -0.994; H 0.482; H 0.508; O -0.964; H 0.503; H 0.477; O -0.985; H 0.504; H 0.475; O -0.935; H 0.472; H 0.466; O -0.983; H 0.480; H 0.503; O -0.961; H 0.493; H 0.487; O -0.985; H 0.498; H 0.463; O -0.939; H 0.471; H 0.465; O -0.927; H 0.461; H 0.466; O -0.955; H 0.476; H 0.484



No. 2
Here is an isolated molecule of C3H4O2 at a distorted geometry from OMol25. Energies are from ωB97M-V/def2-TZVPD.

- E_HOMO: -10.72 eV
- Maximum force: 1.942 eV/A
- SMILES: C=CC(=O)O
- Energy above the lowest of the compared OMol25 structures with the same formula, charge and spin: 57.3 kJ/mol
- Electronic energy: -7270.0916 eV
- Frontier orbital gap: 0.4048 hartree

```
9
Properties=species:S:1:pos:R:3:forces:R:3
C 1.420085 0.075389 -0.428651 -0.1 0.3 -1.8
C 0.088650 -0.082127 -0.484196 1.3 1.0 -1.0
C -0.625469 -0.142295 0.790444 -1.3 -0.6 0.6
O -0.048388 -0.236044 1.835963 -0.5 0.0 0.1
O -2.017521 -0.157274 0.761740 0.7 0.7 -1.1
H 1.972524 0.277916 -1.402391 -0.6 -0.4 1.5
H 1.954812 0.063643 0.513938 0.0 0.0 -0.1
H -0.381650 0.048404 -1.467723 -0.2 -0.3 0.6
H -2.363042 0.152388 -0.119124 0.7 -0.6 1.2
```
Forces are in eV/Å.

natural (NBO) atomic charges, in units of e: C -0.262; C -0.377; C 0.748; O -0.553; O -0.683; H 0.203; H 0.227; H 0.214; H 0.482



No. 3
Here is C33H42Cl2N3O2SSi2TeTi as an isolated structure at a distorted geometry from OMol25. Energies are from ωB97M-V/def2-TZVPD.

- E_HOMO (spin up / spin down): -7.12 / -7.29 eV
- 2S+1: 2
- Maximum force: 1.181 eV/A
- Energy above the lowest of the compared OMol25 structures with the same formula, charge and spin: 7.9 kJ/mol
- Electronic energy: -125518.6094 eV
- Frontier orbital gap (spin up / spin down): 0.2618 / 0.2608 hartree
- Expectation value of S²: 0.76

```
87
Properties=species:S:1:pos:R:3:forces:R:3
Ti -0.335009 -1.207211 -0.445694 0.9 -0.4 0.7
O 0.447917 -1.669694 -2.073875 0.2 -0.1 -0.2
C 0.763693 -1.125343 -3.240861 -0.3 0.1 0.1
C 1.638067 -1.781000 -4.107908 0.0 0.1 -0.1
C 1.987736 -1.195295 -5.311939 0.0 0.0 0.0
C 1.452214 0.033277 -5.691986 0.0 0.0 0.0
C 0.558241 0.668995 -4.851375 0.0 0.0 -0.1
C 0.205119 0.112898 -3.620231 -0.1 0.1 0.1
C -0.739865 0.825476 -2.769127 0.1 -0.2 -0.2
N -1.096901 0.413823 -1.608369 -0.5 0.3 0.2
N -2.096381 1.166028 -0.976000 0.1 0.0 -0.2
C -2.263897 0.731095 0.244687 -0.2 0.1 -0.1
O -1.529933 -0.166882 0.804165 -0.2 0.1 -0.2
C -3.426572 1.251715 1.010657 0.1 0.0 0.0
C -4.047379 2.450146 0.673194 0.0 0.0 0.0
C -5.157478 2.875724 1.384794 0.0 0.0 0.0
C -5.658693 2.102592 2.424740 0.0 0.0 0.0
C -5.038526 0.908097 2.763288 0.0 0.0 0.0
C -3.921240 0.483551 2.059934 0.0 0.0 0.0
H 2.033148 -2.742615 -3.809142 0.0 0.0 0.0
H 2.688220 -1.700659 -5.965110 0.0 0.0 0.0
H 1.728203 0.482755 -6.636023 0.0 0.0 0.0
H 0.112714 1.612795 -5.145362 0.0 0.0 0.0
H -1.181768 1.747781 -3.142529 0.0 0.0 0.0
H -3.653831 3.033168 -0.148371 0.0 0.0 0.0
H -5.638335 3.810118 1.125060 0.0 0.0 0.0
H -6.532806 2.433185 2.971363 0.0 0.0 0.0
H -5.426298 0.304689 3.574100 0.0 0.0 0.0
H -3.425054 -0.445441 2.311776 0.0 0.0 0.0
Cl 3.410603 -3.102291 -0.918038 -0.1 0.0 0.0
C 2.639317 -4.699885 -0.951884 0.1 0.0 0.0
Cl 0.877911 -4.640862 -0.952646 -0.1 -0.2 -0.1
H 2.957066 -5.242243 -0.070125 0.0 0.0 0.0
H 2.959899 -5.193912 -1.860775 0.0 0.0 0.0
C -2.667040 -2.636028 -2.315309 0.0 0.0 0.0
C -2.795851 -3.081271 -0.887520 -0.1 -0.1 -0.1
C -3.954064 -3.775913 -0.470190 0.1 0.0 0.0
C -4.089280 -4.111615 0.839805 0.0 0.0 0.0
C -3.072627 -3.784564 1.765150 -0.1 -0.1 0.1
C -3.207079 -4.070940 3.143767 0.0 0.0 -0.1
C -2.203474 -3.722048 3.999161 0.1 0.0 0.0
C -1.027068 -3.123748 3.510459 0.0 0.0 0.1
C -0.841590 -2.841143 2.175993 0.1 -0.1 -0.1
S 0.684466 -2.175088 1.604888 -0.5 0.0 -0.1
C -1.915819 -3.142720 1.279860 0.0 0.0 -0.1
N -1.821445 -2.790873 -0.050722 -0.1 0.1 0.2
H -3.487933 -3.025335 -2.914007 0.0 0.0 0.0
H -1.721571 -2.972026 -2.742038 0.0 0.0 0.0
H -2.687089 -1.545319 -2.374802 0.0 0.0 0.0
H -4.718618 -4.008707 -1.197768 0.0 0.0 0.0
H -4.974097 -4.628311 1.192860 0.0 0.0 0.0
H -4.111767 -4.550774 3.495298 0.0 0.0 0.0
H -2.295927 -3.918843 5.059582 0.0 0.0 0.0
H -0.227751 -2.878148 4.198044 0.0 0.0 0.0
C 4.620608 3.021704 0.140280 -0.1 0.0 0.1
Si 4.344207 2.099762 -1.464374 0.0 0.0 0.0
C 4.705516 3.231309 -2.909399 0.0 0.0 -0.1
C 5.448712 0.593390 -1.525917 0.0 -0.1 0.0
C 2.574803 1.489734 -1.613107 -0.1 0.1 0.0
Te 1.861831 0.555885 0.177060 0.4 0.0 0.0
C 0.962197 2.313911 0.963045 -0.1 0.0 0.0
Si 0.802452 2.363026 2.848889 0.0 0.1 0.1
C 0.930100 4.166808 3.340140 0.0 0.1 0.0
C -0.827239 1.673814 3.426153 0.0 -0.1 0.0
C 2.194215 1.418269 3.662936 0.1 -0.1 0.0
H 5.684858 3.223543 0.281563 0.0 0.0 0.0
H 4.279803 2.433981 0.996285 0.0 0.0 0.0
H 4.094608 3.979646 0.159234 0.0 0.0 0.0
H 5.717095 3.639608 -2.847750 0.0 0.0 0.0
H 4.008407 4.071866 -2.937996 0.0 0.0 0.0
H 4.621175 2.694536 -3.857253 0.0 0.0 0.0
H 6.505471 0.869294 -1.520938 0.0 0.0 0.0
H 5.257738 0.006150 -2.427609 0.0 0.0 0.0
H 5.271449 -0.054162 -0.662765 0.0 0.0 0.0
H 2.513437 0.735765 -2.399796 0.0 0.0 0.0
H 1.865930 2.284130 -1.857531 0.0 0.0 0.0
H -0.009922 2.417190 0.476108 0.0 0.1 0.0
H 1.602751 3.136808 0.638396 0.0 0.0 0.0
H 0.141710 4.764425 2.876120 0.0 0.0 0.0
H 1.892768 4.593057 3.047761 0.0 0.0 0.0
H 0.832543 4.276967 4.423049 0.0 0.0 0.0
H -1.677290 2.226251 3.019128 0.0 0.0 0.0
H -0.876620 1.736772 4.516684 0.0 0.0 0.0
H -0.942226 0.626353 3.136447 0.0 0.0 0.0
H 3.165238 1.886313 3.482710 0.0 0.0 0.0
H 2.247490 0.386879 3.306256 0.0 0.0 0.0
H 2.031708 1.385847 4.743290 0.0 0.0 0.0
```
Forces are in eV/Å.

Mulliken atomic charges, in units of e: Ti -0.755; O 0.655; C 0.244; C -0.842; C -0.528; C -0.929; C -0.756; C 1.427; C -1.420; N 1.460; N -1.128; C 0.492; O -0.025; C -0.065; C -0.315; C -0.806; C -0.356; C -1.083; C 0.208; H 0.361; H 0.443; H 0.407; H 0.444; H 0.322; H 0.449; H 0.396; H 0.407; H 0.424; H 0.468; Cl -0.033; C -0.621; Cl -0.030; H 0.385; H 0.350; C -0.926; C 0.773; C -1.093; C -0.961; C 1.296; C -0.944; C -0.750; C -0.406; C 0.651; S -0.433; C -1.037; N 0.922; H 0.545; H 0.112; H 0.062; H 0.488; H 0.420; H 0.399; H 0.397; H 0.466; C -0.789; Si 0.281; C -1.120; C -1.035; C -0.157; Te -0.214; C -0.806; Si 0.034; C -1.125; C -0.217; C -1.058; H 0.420; H 0.053; H 0.303; H 0.317; H 0.323; H 0.309; H 0.366; H 0.323; H 0.288; H -0.357; H 0.633; H 0.566; H 0.690; H 0.320; H 0.292; H 0.330; H 0.172; H 0.501; H -0.305; H 0.298; H 0.353; H 0.378



No. 4
Here is a 3-piece molecular cluster, C2H7N3 overall at a distorted geometry from OMol25. Energies are from ωB97M-V/def2-TZVPD.

- E_HOMO: -8.84 eV
- Maximum force: 5.176 eV/A
- Energy above the lowest of the compared OMol25 structures with the same formula, charge and spin: 685.1 kJ/mol
- Electronic energy: -6650.8557 eV
- Frontier orbital gap: 0.3311 hartree

```
12
Properties=species:S:1:pos:R:3:forces:R:3
C 0.700658 -0.527598 0.369267 1.4 0.6 0.5
C -0.527759 0.284745 -0.047297 1.7 -0.7 2.5
H 1.615475 1.747898 -0.309022 0.3 -4.9 0.7
H 2.539343 -0.423468 -1.458063 -2.1 1.9 3.9
H 0.658900 -1.574170 -0.098563 0.2 1.5 1.0
H 0.713842 -0.587447 1.666240 -0.2 0.1 -3.8
H -2.531968 -0.260291 0.147558 1.8 -0.2 -0.9
H -1.456496 -1.625669 -0.166103 0.0 3.3 0.0
H -1.558730 1.769415 0.017188 1.3 0.7 -0.1
N 1.947047 0.179421 -0.022930 1.4 1.6 -3.2
N -1.570616 -0.532079 -0.203185 -3.7 -3.6 0.3
N -0.529693 1.549243 0.104912 -2.0 -0.2 -0.6
```
Forces are in eV/Å.

natural (NBO) atomic charges, in units of e: C -0.316; C 0.416; H 0.390; H 0.264; H 0.205; H 0.221; H 0.393; H 0.400; H 0.328; N -0.775; N -0.826; N -0.699